Here is one molecule with the formula C25H24N2O6 from the Open Molecules 2025 dataset. Energies are from ωB97M-V/def2-TZVPD.

Positions of all 57 atoms, in Å:
C -9.03 -1.36 -1.13
O -8.24 -1.04 -0.01
C -6.98 -0.56 -0.21
C -6.26 -0.24 0.94
C -4.98 0.26 0.85
C -4.38 0.44 -0.40
C -3.04 0.98 -0.52
N -2.39 1.32 0.52
O -1.15 1.85 0.49
C -0.48 2.04 -0.75
C 0.92 2.57 -0.49
O 1.35 3.55 -1.08
N 1.63 1.90 0.44
C 2.99 2.34 0.75
C 3.98 1.32 0.24
C 4.35 1.32 -1.10
C 5.18 0.34 -1.59
C 5.67 -0.67 -0.76
O 6.46 -1.60 -1.35
C 6.99 -2.64 -0.56
C 5.31 -0.66 0.59
C 4.47 0.32 1.07
C 1.21 0.73 1.12
C 0.74 0.85 2.42
C 0.40 -0.28 3.15
C 0.56 -1.54 2.59
C 1.07 -1.67 1.31
C 1.39 -0.54 0.56
C 1.90 -0.71 -0.82
O 1.63 -0.01 -1.76
O 2.70 -1.78 -0.94
C -5.10 0.12 -1.54
C -6.39 -0.38 -1.46
H -9.20 -0.49 -1.77
H -8.58 -2.16 -1.72
H -9.98 -1.70 -0.73
H -6.74 -0.39 1.90
H -4.42 0.51 1.73
H -2.65 1.08 -1.54
H -0.39 1.09 -1.30
H -1.01 2.77 -1.38
H 3.13 3.30 0.25
H 3.09 2.46 1.83
H 3.96 2.09 -1.75
H 5.47 0.33 -2.63
H 7.58 -3.25 -1.24
H 7.63 -2.25 0.24
H 6.19 -3.25 -0.12
H 5.67 -1.42 1.26
H 4.19 0.31 2.11
H 0.61 1.83 2.84
H 0.00 -0.18 4.15
H 0.30 -2.42 3.16
H 1.20 -2.64 0.87
H 3.03 -1.85 -1.85
H -4.65 0.25 -2.52
H -6.92 -0.62 -2.37

E_LUMO ... 0.58 eV
SMILES string ... COc1ccc(/C=N/OCC(=O)N(Cc2ccc(OC)cc2)c2ccccc2C(=O)O)cc1
2S+1 ... 1
Frontier orbital gap ... 8.684 eV
Largest force on an atom ... 1.13 eV/Å
Relative energy (zero: lowest compared OMol25 entry of this formula, charge and spin) ... 3.693 eV

Here is one molecule with the formula C25H24N2O7 from the Open Molecules 2025 dataset. Energies are from ωB97M-V/def2-TZVPD.

Positions of all 58 atoms, in Å:
C -8.63 -1.54 -1.67
C -7.13 -1.41 -1.47
C -6.44 -2.77 -1.40
C -4.94 -2.64 -1.17
O -4.74 -2.09 0.12
C -3.48 -1.85 0.56
C -2.32 -2.12 -0.17
C -1.09 -1.80 0.37
C -0.98 -1.22 1.62
C 0.33 -0.88 2.22
O 0.62 -1.11 3.38
N 1.27 -0.31 1.39
C 1.11 0.22 0.13
C 2.08 0.34 -0.80
C 3.48 -0.02 -0.70
C 4.11 -0.60 -1.81
C 5.44 -0.95 -1.76
C 6.17 -0.71 -0.60
N 7.56 -1.07 -0.55
O 8.17 -0.84 0.48
O 8.05 -1.59 -1.54
C 5.58 -0.10 0.50
C 4.25 0.24 0.45
C -0.23 0.79 -0.24
O -0.69 0.76 -1.35
O -0.78 1.41 0.80
C -2.04 2.05 0.58
C -1.87 3.42 0.02
C -1.56 3.85 -1.24
C -1.49 5.26 -1.17
C -1.77 5.58 0.13
O -2.00 4.48 0.85
C -2.14 -1.00 2.37
C -3.38 -1.30 1.84
H -9.10 -0.56 -1.72
H -8.84 -2.07 -2.60
H -9.08 -2.10 -0.85
H -6.70 -0.83 -2.29
H -6.93 -0.86 -0.54
H -6.60 -3.32 -2.33
H -6.87 -3.35 -0.58
H -4.46 -3.63 -1.23
H -4.49 -1.99 -1.93
H -2.37 -2.57 -1.14
H -0.20 -2.03 -0.20
H 2.21 -0.34 1.77
H 1.76 0.70 -1.77
H 3.54 -0.78 -2.70
H 5.93 -1.42 -2.61
H 6.18 0.10 1.37
H 3.81 0.76 1.28
H -2.63 1.43 -0.11
H -2.52 2.10 1.56
H -1.39 3.23 -2.10
H -1.27 5.94 -1.97
H -1.84 6.52 0.63
H -2.06 -0.58 3.36
H -4.28 -1.12 2.39

E_LUMO ... -0.89 eV
SMILES string ... CCCCOc1ccc(C(=O)N/C(=C\c2ccc([N+](=O)[O-])cc2)C(=O)OCc2ccco2)cc1
2S+1 ... 1
Frontier orbital gap ... 7.970 eV
Largest force on an atom ... 1.45 eV/Å
Relative energy (zero: lowest compared OMol25 entry of this formula, charge and spin) ... 3.619 eV

Here is C25H24N3O4SSn as an isolated structure from the Open Molecules 2025 dataset. Energies are from ωB97M-V/def2-TZVPD.

Positions of all 58 atoms, in Å:
Sn 0.56 0.38 0.35
C -0.51 1.59 -3.82
C -1.86 1.90 -3.74
C -2.51 1.77 -2.52
C -1.80 1.34 -1.42
N -0.49 1.05 -1.51
C 0.14 1.16 -2.68
C -2.41 1.12 -0.08
C -3.72 1.44 0.23
C -4.18 1.16 1.51
C -3.33 0.58 2.44
C -2.03 0.29 2.07
N -1.59 0.57 0.83
C -1.03 -0.33 2.97
C -1.32 -0.80 4.23
C -0.31 -1.39 4.99
C 0.96 -1.49 4.46
C 1.19 -1.01 3.19
N 0.21 -0.44 2.47
H 0.03 1.67 -4.76
H -2.40 2.23 -4.62
H -3.57 1.99 -2.45
H 1.19 0.88 -2.69
H -4.37 1.89 -0.49
H -5.20 1.40 1.79
H -3.68 0.37 3.44
H -2.32 -0.73 4.63
H -0.53 -1.77 5.98
H 1.77 -1.95 5.02
H 2.16 -1.07 2.72
C 1.22 4.65 1.80
C 1.53 3.25 1.45
C 2.90 2.74 1.70
O 0.63 2.54 0.95
H 2.04 5.32 1.52
H 1.14 4.71 2.89
H 0.28 4.98 1.36
H 3.26 3.07 2.67
H 3.56 3.20 0.96
H 2.98 1.65 1.61
C 8.57 -2.28 -4.12
C 7.31 -1.89 -3.45
C 6.78 -0.58 -3.60
C 5.60 -0.23 -3.02
C 4.88 -1.19 -2.24
C 5.41 -2.50 -2.05
C 6.59 -2.82 -2.65
S 2.73 -1.74 -0.62
O 1.40 -1.20 -1.07
O 3.07 -1.10 0.65
O 3.74 -0.76 -1.74
H 9.21 -1.43 -4.32
H 8.32 -2.73 -5.09
H 9.11 -3.04 -3.55
H 7.32 0.14 -4.20
H 5.17 0.75 -3.14
H 4.90 -3.24 -1.45
H 7.00 -3.81 -2.51

Net charge ... +3
E_LUMO (alpha / beta) ... -10.06 / -10.38 eV
2S+1 ... 1
Frontier orbital gap (alpha / beta) ... 6.775 / 6.010 eV
Largest force on an atom ... 0.34 eV/Å
Relative energy (zero: lowest compared OMol25 entry of this formula, charge and spin) ... 0.163 eV

Here is C25H24N4O3SV as an isolated structure from the Open Molecules 2025 dataset. Energies are from ωB97M-V/def2-TZVPD.

Positions of all 58 atoms, in Å:
V 0.39 0.77 -0.53
O 0.51 2.29 0.73
C 1.30 2.72 1.68
C 1.06 3.98 2.27
C 1.85 4.44 3.30
C 2.92 3.68 3.79
C 3.19 2.47 3.20
C 2.40 1.97 2.15
C 2.80 0.73 1.52
N 2.20 0.19 0.52
N 2.89 -0.93 0.00
C 2.30 -1.27 -1.11
O 1.28 -0.67 -1.63
C 2.82 -2.46 -1.86
C 3.77 -3.30 -1.30
C 4.22 -4.41 -2.01
C 3.72 -4.68 -3.27
C 2.76 -3.84 -3.83
C 2.31 -2.73 -3.13
H 0.25 4.58 1.88
H 1.64 5.41 3.74
H 3.54 4.05 4.60
H 4.03 1.87 3.54
H 3.72 0.27 1.87
H 4.16 -3.07 -0.32
H 4.96 -5.06 -1.57
H 4.07 -5.55 -3.82
H 2.38 -4.05 -4.82
H 1.58 -2.06 -3.55
C -2.12 -3.93 -2.52
N -2.08 -2.51 -2.22
C -2.91 -1.53 -2.70
C -2.44 -0.36 -2.19
N -1.34 -0.60 -1.41
C -1.15 -1.90 -1.46
H -3.06 -4.16 -3.00
H -2.04 -4.51 -1.60
H -1.30 -4.20 -3.19
H -3.73 -1.75 -3.36
H -2.80 0.65 -2.35
H -0.34 -2.43 -0.98
C -3.70 3.44 -0.60
S -2.03 3.07 -0.06
O -1.50 2.17 -1.16
C -2.45 2.04 1.34
C -3.05 0.80 1.18
C -3.33 0.04 2.30
C -3.02 0.51 3.56
C -2.42 1.75 3.72
C -2.12 2.52 2.60
H -4.22 2.52 -0.85
H -3.61 4.08 -1.48
H -4.21 3.98 0.20
H -3.26 0.43 0.19
H -3.79 -0.94 2.18
H -3.23 -0.09 4.44
H -2.16 2.12 4.71
H -1.62 3.47 2.71

E_LUMO (alpha / beta) ... 0.45 / 0.44 eV
2S+1 ... 4
Frontier orbital gap (alpha / beta) ... 7.295 / 7.732 eV
Largest force on an atom ... 0.62 eV/Å
Relative energy (zero: lowest compared OMol25 entry of this formula, charge and spin) ... 0.091 eV

Here is C25H24N4O8SSeW as an isolated structure from the Open Molecules 2025 dataset. Energies are from ωB97M-V/def2-TZVPD.

Positions of all 64 atoms, in Å:
W -1.07 1.23 0.66
O -3.71 -1.40 3.96
C -4.04 -1.92 2.78
C -5.18 -2.72 2.75
C -5.59 -3.29 1.57
C -4.90 -3.08 0.37
C -3.79 -2.29 0.37
C -3.33 -1.70 1.57
C -2.15 -0.92 1.53
O -1.55 -0.65 0.36
N -1.62 -0.31 2.61
N -0.43 0.29 2.30
C 0.46 0.56 3.22
C 1.56 1.39 2.96
C 2.55 1.60 3.94
C 3.62 2.41 3.66
C 3.71 3.03 2.40
C 2.75 2.86 1.43
C 1.66 2.04 1.71
O 0.72 1.88 0.77
H -2.91 -0.85 3.90
H -5.72 -2.88 3.67
H -6.48 -3.92 1.57
H -5.24 -3.55 -0.55
H -3.23 -2.12 -0.54
H 0.33 0.08 4.19
H 2.46 1.11 4.89
H 4.39 2.58 4.40
H 4.56 3.67 2.19
H 2.82 3.34 0.47
C 0.23 5.45 -2.83
C 0.70 4.56 -3.98
C 0.51 3.08 -3.69
N -0.92 2.79 -3.53
C -1.49 2.01 -2.66
S -0.50 0.91 -1.71
N -2.83 1.95 -2.52
C -3.66 3.14 -2.61
O -4.08 3.56 -1.56
C -3.84 3.78 -3.91
C -4.18 5.13 -3.94
C -4.38 5.76 -5.16
C -4.26 5.03 -6.34
C -3.94 3.68 -6.31
C -3.72 3.05 -5.10
H 0.41 6.50 -3.06
H 0.77 5.21 -1.91
H -0.84 5.34 -2.63
H 1.76 4.72 -4.18
H 0.18 4.82 -4.91
H 1.02 2.79 -2.77
H 0.90 2.47 -4.51
H -1.54 3.29 -4.16
H -3.14 1.36 -1.76
H -4.29 5.68 -3.01
H -4.65 6.80 -5.19
H -4.43 5.52 -7.29
H -3.87 3.12 -7.23
H -3.49 1.99 -5.07
O -1.72 2.59 2.06
Se -2.78 3.19 0.84
O -3.14 1.57 0.41
O -1.47 3.22 -0.22
O -3.81 4.31 1.21

Net charge ... +2
E_LUMO ... -8.13 eV
2S+1 ... 1
Frontier orbital gap ... 5.700 eV
Largest force on an atom ... 0.73 eV/Å
Relative energy (zero: lowest compared OMol25 entry of this formula, charge and spin) ... 0.146 eV

Here is one molecule with the formula C25H24N6OS2 from the Open Molecules 2025 dataset. Energies are from ωB97M-V/def2-TZVPD.

Positions of all 58 atoms, in Å:
C 3.37 -2.56 -5.32
C 2.09 -2.74 -5.09
C 1.54 -3.26 -3.79
N 0.70 -2.26 -3.16
C -0.61 -1.95 -3.47
C -1.45 -2.53 -4.41
C -2.74 -2.03 -4.52
C -3.18 -0.97 -3.73
C -2.35 -0.38 -2.80
C -1.06 -0.87 -2.67
C 0.06 -0.52 -1.84
N 0.25 0.41 -0.93
N 1.42 0.44 -0.35
C 2.36 -0.45 -0.65
S 3.81 -0.38 0.30
C 3.28 0.86 1.56
C 3.51 2.28 1.07
C 3.66 3.28 2.22
C 1.86 0.48 1.98
O 1.57 -0.67 2.28
N 0.97 1.49 2.14
C -0.36 1.22 2.39
S -0.90 -0.39 2.69
C -2.54 0.19 2.87
C -2.64 1.54 2.71
C -1.38 2.14 2.43
C -1.16 3.51 2.22
N -0.96 4.63 2.05
C -3.94 2.28 2.80
C -4.99 1.41 3.49
C -5.00 0.01 2.88
C -3.68 -0.71 3.18
N 2.29 -1.39 -1.59
C 1.12 -1.42 -2.19
H 3.74 -2.19 -6.26
H 4.12 -2.80 -4.57
H 1.35 -2.50 -5.84
H 0.94 -4.16 -3.95
H 2.35 -3.48 -3.10
H -1.12 -3.35 -5.02
H -3.41 -2.47 -5.24
H -4.19 -0.61 -3.85
H -2.68 0.44 -2.18
H 3.94 0.64 2.41
H 4.44 2.29 0.50
H 2.71 2.57 0.39
H 4.54 3.04 2.81
H 2.80 3.27 2.89
H 3.77 4.29 1.83
H 1.17 2.42 1.79
H -4.27 2.54 1.80
H -3.79 3.21 3.35
H -4.77 1.33 4.55
H -5.97 1.87 3.38
H -5.14 0.09 1.80
H -5.83 -0.57 3.28
H -3.65 -0.99 4.24
H -3.61 -1.63 2.60

E_LUMO ... -0.24 eV
SMILES string ... C=CCn1c2ccccc2c2nnc(S[C@@H](CC)C(=O)Nc3sc4c(c3C#N)CCCC4)nc21
2S+1 ... 1
Frontier orbital gap ... 7.619 eV
Largest force on an atom ... 1.17 eV/Å
Relative energy (zero: lowest compared OMol25 entry of this formula, charge and spin) ... 1.248 eV

Here is C25H24N9NaO3S2 as an isolated structure from the Open Molecules 2025 dataset. Energies are from ωB97M-V/def2-TZVPD.

Positions of all 64 atoms, in Å:
Na 3.80 1.73 0.12
C 2.23 -4.17 -0.54
N 2.53 -2.81 -0.17
C 3.12 -1.84 -0.89
N 3.29 -0.76 -0.16
C 2.80 -1.14 1.05
N 2.33 -2.37 1.09
C 0.76 -4.48 -0.73
C 0.42 -5.80 -1.01
C -0.90 -6.17 -1.18
C -1.90 -5.22 -1.06
C -1.57 -3.90 -0.79
C -0.24 -3.53 -0.63
C -2.65 -2.93 -0.63
N -3.90 -3.17 -0.42
N -4.52 -1.93 -0.31
C -3.60 -1.05 -0.47
O -2.38 -1.60 -0.68
C -3.72 0.41 -0.41
C -4.85 0.99 0.16
C -4.92 2.37 0.27
C -3.87 3.16 -0.17
C -2.75 2.59 -0.75
C -1.64 3.47 -1.29
N -0.35 2.81 -1.30
C 0.59 2.77 -0.35
N 1.56 1.95 -0.70
C 1.15 1.50 -1.91
N 0.00 1.99 -2.32
C -2.68 1.21 -0.88
H 2.64 -4.82 0.23
H 2.78 -4.38 -1.46
H 3.40 -1.97 -1.92
H 2.81 -0.49 1.92
H 1.20 -6.55 -1.09
H -1.15 -7.20 -1.39
H -2.95 -5.49 -1.18
H 0.01 -2.50 -0.40
H -5.65 0.35 0.51
H -5.79 2.83 0.72
H -3.93 4.24 -0.06
H -1.55 4.37 -0.69
H -1.85 3.76 -2.31
H 0.54 3.35 0.56
H 1.72 0.81 -2.52
H -1.81 0.75 -1.34
S 2.00 1.65 3.39
C 0.49 1.08 3.04
N 0.12 -0.20 2.87
C -1.18 -0.43 2.26
C -2.05 0.73 2.73
S -0.91 2.13 2.85
H 0.83 -0.91 2.86
H -1.58 -1.39 2.58
H -1.09 -0.43 1.17
H -2.48 0.53 3.71
H -2.84 0.95 2.02
C 6.05 5.66 -0.32
O 5.83 4.55 -1.20
C 5.12 3.49 -0.70
O 4.78 3.61 0.50
H 6.60 6.40 -0.89
H 6.63 5.35 0.56
H 5.11 6.08 0.03

E_LUMO ... -0.52 eV
2S+1 ... 1
Frontier orbital gap ... 5.589 eV
Largest force on an atom ... 0.38 eV/Å
Relative energy (zero: lowest compared OMol25 entry of this formula, charge and spin) ... 0.576 eV

Here is C25H25B2F4HgN6O6 as an isolated structure from the Open Molecules 2025 dataset. Energies are from ωB97M-V/def2-TZVPD.

Positions of all 69 atoms, in Å:
Hg 0.21 -0.60 0.99
C -4.00 -1.61 0.08
C -2.76 -0.82 -0.10
N -1.60 -1.25 -0.41
O -1.44 -2.58 -0.59
B -0.26 -2.94 -1.48
F -0.15 -1.99 -2.49
F -0.50 -4.21 -1.91
O 1.08 -3.01 -0.75
N 1.51 -1.81 -0.35
C 2.73 -1.47 -0.43
C 3.78 -2.36 -1.01
C 3.04 -0.04 -0.05
N 2.09 0.59 0.51
O 2.20 1.92 0.65
B 1.06 2.54 1.40
F 1.36 3.86 1.55
F 0.79 1.83 2.55
O -0.27 2.56 0.56
N -1.01 1.47 0.59
C -2.46 1.24 1.38
C -2.92 2.68 1.54
C 4.31 0.63 -0.43
H -3.86 -2.58 -0.38
H -4.84 -1.09 -0.37
H -4.20 -1.74 1.14
H 3.36 -3.34 -1.20
H 4.63 -2.45 -0.32
H 4.16 -1.96 -1.95
H -2.06 3.26 1.91
H -3.72 2.77 2.26
H -3.23 3.11 0.58
H 5.05 -0.07 -0.81
H 4.72 1.15 0.44
H 4.12 1.40 -1.18
C 1.67 0.88 -2.88
O 0.56 1.15 -2.03
C -0.53 1.68 -2.62
C -0.58 2.15 -3.93
C -1.77 2.64 -4.46
C -2.93 2.67 -3.70
C -2.90 2.22 -2.39
C -1.71 1.74 -1.85
N -1.75 1.25 -0.55
N -2.82 0.63 0.06
C -2.71 0.37 2.58
C -1.79 -0.42 3.27
O -0.58 -0.75 2.95
C -2.19 -0.95 4.55
C -3.45 -0.85 5.02
C -4.46 -0.23 4.24
C -5.80 -0.25 4.66
C -6.80 0.29 3.89
C -6.47 0.85 2.66
C -5.16 0.89 2.23
C -4.10 0.38 3.01
H 2.11 1.81 -3.25
H 1.37 0.24 -3.71
H 2.40 0.36 -2.28
H 0.29 2.11 -4.55
H -1.78 2.98 -5.48
H -3.85 3.05 -4.12
H -3.78 2.24 -1.77
H -1.41 -1.45 5.11
H -3.71 -1.27 5.99
H -6.03 -0.71 5.62
H -7.83 0.26 4.23
H -7.24 1.25 2.02
H -4.97 1.31 1.25

E_LUMO (alpha / beta) ... -0.15 / -2.04 eV
2S+1 ... 2
Frontier orbital gap (alpha / beta) ... 7.810 / 5.918 eV
Largest force on an atom ... 0.81 eV/Å